41
Properties=species:S:1:pos:R:3:forces:R:3 method="wB97M-V/def2-TZVPD" homo_energy_ev="-12.62 / -12.56" max_force_ev_per_a=2.591 orbital_gap_ev="8.48 / 4.44" spin_multiplicity=3 charge=+1 e_lumo_ev="-4.14 / -8.13"
Pd -2.883 -0.860 0.705 0.273 0.337 0.329
O -0.816 -1.059 0.407 0.287 -0.052 -1.252
H 0.096 -0.756 0.451 -0.102 0.547 0.563
C -0.344 1.161 -2.355 -0.914 1.957 0.221
C 0.373 -0.173 -2.428 0.765 -0.576 -0.562
O -0.402 -1.230 -2.016 0.809 0.164 -2.071
O -1.524 1.066 -3.133 0.015 -0.352 0.248
H 0.328 1.950 -2.720 0.140 -0.477 -0.113
H -0.558 1.485 -1.324 -0.078 -0.612 -0.204
H 1.251 -0.042 -1.758 -0.234 -0.057 0.272
H 0.785 -0.367 -3.412 -0.263 -0.222 -0.216
H -0.703 -1.100 -1.061 -0.753 0.007 2.479
H -1.774 1.922 -3.500 0.278 -0.027 -0.041
C -2.854 2.728 0.722 -0.538 1.396 -0.166
C -1.688 2.742 1.631 0.940 -1.678 -0.350
O -0.588 2.224 0.873 0.584 0.113 0.119
O -3.172 1.364 0.314 -0.555 0.962 -0.173
H -2.613 3.304 -0.178 0.115 -0.231 -0.025
H -3.661 3.303 1.200 -0.419 -0.845 -0.074
H -1.856 2.009 2.428 -0.145 0.553 0.430
H -1.358 3.704 1.992 -0.484 0.308 0.181
H -0.704 1.275 0.869 0.081 -0.561 -0.123
H -3.690 1.487 -0.496 0.113 -0.342 0.205
C 1.382 -1.738 3.181 -0.256 -0.393 0.315
O 0.625 -2.609 2.324 0.258 0.977 -0.098
H 2.413 -2.091 3.245 -0.004 0.126 -0.124
H 1.361 -0.689 2.862 0.080 -0.131 -0.167
H 0.969 -1.759 4.195 -0.012 -0.068 -0.124
H 0.244 -2.043 1.628 -0.169 -0.797 0.525
C 2.664 1.487 -0.134 -0.064 0.046 0.412
O 1.743 2.437 -0.635 -0.151 -0.307 0.090
H 2.973 1.744 0.886 0.055 -0.155 -0.116
H 2.242 0.462 -0.113 0.082 0.116 0.086
H 3.546 1.466 -0.766 0.040 0.082 -0.131
H 1.036 2.525 0.031 0.209 0.188 -0.267
C 0.871 -4.160 -0.547 -0.500 0.060 0.117
O 1.876 -4.681 -1.387 -0.022 0.427 -0.224
H 0.850 -3.058 -0.473 0.564 -0.104 0.120
H -0.118 -4.365 -0.966 0.220 -0.516 -0.097
H 0.955 -4.606 0.445 -0.250 0.305 0.101
H 2.721 -4.457 -0.985 0.006 -0.167 -0.093